Entry 1:
{"formula": "C21H30N2SiSn", "method": "ωB97M-V/def2-TZVPD", "symbols": ["C", "C", "C", "H", "C", "C", "H", "H", "H", "H", "Sn", "C", "H", "H", "H", "Si", "C", "C", "H", "C", "H", "C", "H", "C", "H", "C", "H", "C", "C", "H", "C", "H", "C", "H", "C", "H", "C", "H", "H", "H", "N", "C", "C", "C", "N", "H", "H", "H", "H", "H", "H", "H", "H", "H", "H"], "xyz": [[-2.502, 0.660, 3.714], [-2.764, -0.334, 2.752], [-1.629, -1.201, 2.697], [-3.718, -0.485, 2.244], [-0.649, -0.686, 3.621], [-1.204, 0.452, 4.237], [-0.764, 1.029, 5.041], [-3.195, 1.385, 4.128], [-1.583, -2.170, 2.203], [0.283, -1.148, 3.916], [-0.795, 0.536, 0.863], [4.010, 1.482, -0.210], [3.452, 0.817, 0.449], [3.425, 2.346, -0.563], [4.301, 0.889, -1.107], [0.532, -0.645, -1.700], [-0.427, -0.991, -3.276], [-1.539, -1.827, -3.029], [-1.572, -2.401, -2.096], [-2.509, -2.009, -4.028], [-3.350, -2.661, -3.815], [-2.306, -1.382, -5.277], [-3.082, -1.469, -6.035], [-1.136, -0.671, -5.540], [-0.986, -0.209, -6.513], [-0.104, -0.619, -4.590], [0.955, -0.371, -4.831], [1.456, -2.338, -2.014], [1.308, -3.368, -2.994], [0.755, -3.226, -3.938], [1.947, -4.611, -2.767], [1.803, -5.437, -3.473], [2.801, -4.757, -1.680], [3.327, -5.695, -1.526], [3.118, -3.683, -0.858], [3.903, -3.768, -0.114], [2.469, -2.457, -1.041], [2.738, -1.547, -0.491], [1.577, 0.492, -1.882], [4.941, 1.793, 0.251], [0.551, 2.273, 2.344], [0.270, 3.280, 3.418], [-1.133, 3.869, 3.432], [-1.792, 4.046, 2.066], [-2.417, 2.771, 1.602], [0.990, 2.763, 1.571], [1.262, 1.604, 2.660], [0.491, 2.817, 4.388], [1.005, 4.096, 3.299], [-1.764, 3.288, 4.121], [-1.041, 4.863, 3.894], [-2.560, 4.833, 2.136], [-1.070, 4.378, 1.311], [-3.135, 2.473, 2.278], [-2.942, 2.932, 0.752]], "mulliken_charge": [-0.53, -0.87, -0.65, 0.48, -0.83, -0.33, 0.61, 0.83, 0.72, 0.52, 0.89, -0.94, 0.10, 0.24, 0.27, 0.24, 0.36, -0.29, 0.37, -0.75, 0.43, -0.33, 0.42, -0.63, 0.41, -0.14, 0.40, 0.55, 0.04, 0.34, -0.60, 0.39, -0.31, 0.39, -0.69, 0.41, -0.47, 0.16, 0.00, 0.35, -0.45, -0.98, -0.12, -0.92, -0.45, 0.34, 0.30, 0.35, 0.49, 0.16, 0.39, 0.43, 0.36, 0.24, 0.31], "total_energy_ha": -1430.7396, "orbital_gap_ev": 4.590, "lumo_energy_ev": -9.5, "charge": 2}

***

Entry 2:
{"formula": "C21H30N2SiTa", "method": "ωB97M-V/def2-TZVPD", "symbols": ["C", "C", "C", "H", "C", "C", "H", "H", "H", "H", "Ta", "C", "H", "H", "H", "Si", "C", "C", "H", "C", "H", "C", "H", "C", "H", "C", "H", "C", "C", "H", "C", "H", "C", "H", "C", "H", "C", "H", "H", "H", "N", "C", "C", "C", "N", "H", "H", "H", "H", "H", "H", "H", "H", "H", "H"], "xyz": [[0.992, 2.145, 1.669], [0.006, 2.302, 0.631], [-1.301, 2.157, 1.236], [0.202, 2.620, -0.392], [-1.116, 1.927, 2.636], [0.295, 1.940, 2.911], [0.740, 2.009, 3.901], [2.046, 2.376, 1.578], [-2.248, 2.372, 0.759], [-1.896, 1.966, 3.397], [-0.162, 0.324, 1.497], [-1.302, -2.205, -2.971], [-2.349, -1.859, -2.856], [-1.289, -3.300, -3.171], [-0.814, -1.615, -3.774], [-0.069, -0.698, -1.018], [1.670, -0.639, -1.687], [2.382, 0.567, -1.739], [1.935, 1.476, -1.329], [3.648, 0.613, -2.341], [4.173, 1.566, -2.424], [4.217, -0.541, -2.889], [5.177, -0.489, -3.429], [3.527, -1.756, -2.788], [3.943, -2.657, -3.238], [2.278, -1.816, -2.161], [1.743, -2.759, -2.056], [-1.146, 0.522, -1.910], [-0.667, 1.189, -3.048], [0.343, 1.002, -3.397], [-1.508, 2.057, -3.744], [-1.151, 2.511, -4.667], [-2.801, 2.323, -3.282], [-3.461, 2.994, -3.840], [-3.261, 1.677, -2.131], [-4.268, 1.862, -1.760], [-2.450, 0.753, -1.475], [-2.827, 0.190, -0.619], [-0.385, -1.895, -0.100], [-0.725, -2.035, -1.946], [-1.638, -1.065, 2.449], [-1.517, -1.190, 3.944], [-0.076, -1.055, 4.455], [1.006, -1.729, 3.619], [1.479, -0.857, 2.468], [-1.560, -2.013, 2.043], [-2.609, -0.789, 2.233], [-2.186, -0.447, 4.417], [-1.923, -2.179, 4.221], [0.167, 0.002, 4.668], [-0.052, -1.556, 5.437], [1.898, -1.897, 4.243], [0.688, -2.706, 3.215], [2.256, -0.256, 2.801], [1.945, -1.434, 1.749]], "mulliken_charge": [-0.59, -0.10, -0.19, 0.70, -0.57, -0.48, 0.66, 0.56, 0.67, 0.63, 0.14, -0.81, 0.35, 0.34, 0.38, 0.42, 0.71, 0.11, 0.28, -0.78, 0.45, -0.53, 0.43, -0.69, 0.43, -0.71, 0.44, 0.74, -0.39, 0.53, -0.60, 0.48, -0.65, 0.45, -0.63, 0.52, -0.59, 0.56, -0.12, -0.08, -0.60, -0.82, -0.28, -0.76, -0.70, 0.42, 0.33, 0.37, 0.51, 0.11, 0.44, 0.47, 0.34, 0.41, 0.28], "total_energy_ha": -1273.0842, "orbital_gap_ev": [5.991, 5.729], "lumo_energy_ev": [-11.6, -12.0], "charge": 3}

***

Entry 3:
{"formula": "C21H30N2SiW", "method": "ωB97M-V/def2-TZVPD", "symbols": ["C", "C", "C", "H", "C", "C", "H", "H", "H", "H", "W", "C", "H", "H", "H", "Si", "C", "C", "H", "C", "H", "C", "H", "C", "H", "C", "H", "C", "C", "H", "C", "H", "C", "H", "C", "H", "C", "H", "H", "H", "N", "C", "C", "C", "N", "H", "H", "H", "H", "H", "H", "H", "H", "H", "H"], "xyz": [[0.096, 1.737, 1.781], [-1.105, 1.750, 1.016], [-2.206, 1.602, 1.915], [-1.164, 1.980, -0.045], [-1.680, 1.518, 3.252], [-0.256, 1.619, 3.164], [0.425, 1.687, 4.010], [1.089, 1.957, 1.388], [-3.259, 1.681, 1.660], [-2.251, 1.490, 4.173], [-1.063, -0.285, 1.998], [-1.253, -1.454, 0.375], [-2.200, -1.895, 0.057], [-0.588, -2.286, 0.637], [-0.840, -0.954, -0.505], [0.924, 1.212, -2.340], [2.247, 0.031, -2.883], [3.464, 0.619, -3.308], [3.512, 1.707, -3.387], [4.571, -0.176, -3.607], [5.509, 0.293, -3.902], [4.479, -1.572, -3.501], [5.352, -2.187, -3.727], [3.281, -2.176, -3.094], [3.229, -3.267, -3.001], [2.171, -1.382, -2.764], [1.245, -1.849, -2.412], [-0.735, 1.347, -3.120], [-0.643, 2.058, -4.344], [0.267, 1.969, -4.941], [-1.688, 2.902, -4.722], [-1.571, 3.537, -5.597], [-2.869, 2.938, -3.974], [-3.661, 3.625, -4.259], [-3.045, 2.075, -2.892], [-3.997, 2.054, -2.361], [-1.992, 1.256, -2.468], [-2.116, 0.589, -1.614], [-2.525, -0.393, 1.087], [1.330, 2.344, -1.602], [0.977, -0.943, 2.232], [1.117, -2.155, 3.092], [0.421, -1.976, 4.441], [-1.088, -2.006, 4.572], [-1.840, -1.786, 3.289], [1.342, -1.119, 1.290], [1.617, -0.213, 2.567], [0.798, -3.036, 2.525], [2.197, -2.288, 3.260], [0.822, -2.767, 5.090], [0.778, -1.046, 4.904], [-1.442, -2.952, 5.005], [-1.403, -1.216, 5.258], [-2.797, -1.512, 3.508], [-1.985, -2.685, 2.827]], "lowdin_spin": [0.02, 0.02, 0.02, 0.01, 0.04, 0.05, 0.01, 0.00, 0.00, 0.01, 1.55, 0.06, 0.01, 0.01, 0.02, 0.00, 0.00, 0.00, 0.00, 0.00, 0.00, 0.00, 0.00, 0.00, 0.00, 0.00, 0.00, 0.00, 0.00, 0.00, 0.00, 0.00, 0.00, 0.00, 0.00, 0.00, 0.00, 0.00, -0.02, 0.00, 0.04, 0.02, 0.01, 0.02, 0.07, 0.01, 0.00, 0.00, 0.00, 0.00, 0.00, 0.00, 0.00, 0.01, 0.01], "total_energy_ha": -1283.5868, "spin_multiplicity": 3, "de_lowest_kj_mol": 198.9, "orbital_gap_ev": [5.539, 5.982], "lumo_energy_ev": [-7.7, -7.7], "charge": 2}

***

What did the second record say?
{"formula": "C21H30N2SiTa", "method": "ωB97M-V/def2-TZVPD", "symbols": ["C", "C", "C", "H", "C", "C", "H", "H", "H", "H", "Ta", "C", "H", "H", "H", "Si", "C", "C", "H", "C", "H", "C", "H", "C", "H", "C", "H", "C", "C", "H", "C", "H", "C", "H", "C", "H", "C", "H", "H", "H", "N", "C", "C", "C", "N", "H", "H", "H", "H", "H", "H", "H", "H", "H", "H"], "xyz": [[0.992, 2.145, 1.669], [0.006, 2.302, 0.631], [-1.301, 2.157, 1.236], [0.202, 2.620, -0.392], [-1.116, 1.927, 2.636], [0.295, 1.940, 2.911], [0.740, 2.009, 3.901], [2.046, 2.376, 1.578], [-2.248, 2.372, 0.759], [-1.896, 1.966, 3.397], [-0.162, 0.324, 1.497], [-1.302, -2.205, -2.971], [-2.349, -1.859, -2.856], [-1.289, -3.300, -3.171], [-0.814, -1.615, -3.774], [-0.069, -0.698, -1.018], [1.670, -0.639, -1.687], [2.382, 0.567, -1.739], [1.935, 1.476, -1.329], [3.648, 0.613, -2.341], [4.173, 1.566, -2.424], [4.217, -0.541, -2.889], [5.177, -0.489, -3.429], [3.527, -1.756, -2.788], [3.943, -2.657, -3.238], [2.278, -1.816, -2.161], [1.743, -2.759, -2.056], [-1.146, 0.522, -1.910], [-0.667, 1.189, -3.048], [0.343, 1.002, -3.397], [-1.508, 2.057, -3.744], [-1.151, 2.511, -4.667], [-2.801, 2.323, -3.282], [-3.461, 2.994, -3.840], [-3.261, 1.677, -2.131], [-4.268, 1.862, -1.760], [-2.450, 0.753, -1.475], [-2.827, 0.190, -0.619], [-0.385, -1.895, -0.100], [-0.725, -2.035, -1.946], [-1.638, -1.065, 2.449], [-1.517, -1.190, 3.944], [-0.076, -1.055, 4.455], [1.006, -1.729, 3.619], [1.479, -0.857, 2.468], [-1.560, -2.013, 2.043], [-2.609, -0.789, 2.233], [-2.186, -0.447, 4.417], [-1.923, -2.179, 4.221], [0.167, 0.002, 4.668], [-0.052, -1.556, 5.437], [1.898, -1.897, 4.243], [0.688, -2.706, 3.215], [2.256, -0.256, 2.801], [1.945, -1.434, 1.749]], "mulliken_charge": [-0.59, -0.10, -0.19, 0.70, -0.57, -0.48, 0.66, 0.56, 0.67, 0.63, 0.14, -0.81, 0.35, 0.34, 0.38, 0.42, 0.71, 0.11, 0.28, -0.78, 0.45, -0.53, 0.43, -0.69, 0.43, -0.71, 0.44, 0.74, -0.39, 0.53, -0.60, 0.48, -0.65, 0.45, -0.63, 0.52, -0.59, 0.56, -0.12, -0.08, -0.60, -0.82, -0.28, -0.76, -0.70, 0.42, 0.33, 0.37, 0.51, 0.11, 0.44, 0.47, 0.34, 0.41, 0.28], "total_energy_ha": -1273.0842, "orbital_gap_ev": [5.991, 5.729], "lumo_energy_ev": [-11.6, -12.0], "charge": 3}